# 1
{
  "formula": "C40H32Cl5N2O4Rb",
  "method": "ωB97M-V/def2-TZVPD",
  "charge": -2,
  "homo_lumo_gap_ev": 6.258,
  "homo_ev": -2.42,
  "lumo_ev": 3.841,
  "species": ["Rb", "C", "C", "C", "O", "C", "C", "O", "C", "O", "C", "C", "C", "C", "C", "C", "C", "C", "C", "C", "C", "C", "C", "O", "C", "C", "C", "C", "C", "C", "C", "C", "C", "C", "C", "C", "H", "H", "H", "H", "H", "H", "H", "H", "H", "H", "H", "H", "H", "H", "H", "H", "H", "H", "H", "H", "H", "H", "H", "H", "H", "H", "H", "H", "Cl", "C", "C", "C", "Cl", "C", "Cl", "C", "Cl", "C", "Cl", "N", "C", "C", "C", "N", "H", "H", "H", "H"],
  "coordinates": [[0.264, -2.803, -0.119], [3.112, 0.246, 2.221], [2.756, 1.416, 1.327], [3.806, 2.519, 1.348], [2.592, 0.945, 0.003], [1.380, 1.467, -0.498], [0.486, 1.611, 0.773], [1.516, 2.006, 1.693], [-0.357, 0.449, 1.398], [0.294, -0.718, 1.365], [-0.652, 0.881, 2.874], [-0.420, -0.057, 3.869], [-0.677, 0.235, 5.204], [-1.156, 1.483, 5.569], [-1.383, 2.437, 4.582], [-1.138, 2.134, 3.252], [-1.769, 0.346, 0.743], [-2.618, 1.340, 0.441], [-3.977, 1.057, -0.013], [-4.538, -0.128, 0.241], [-3.731, -1.150, 1.007], [-2.295, -1.046, 0.547], [1.129, 0.699, -1.823], [1.095, -0.682, -1.655], [-0.164, 1.103, -2.531], [-0.896, 2.235, -2.213], [-2.050, 2.558, -2.921], [-2.473, 1.755, -3.964], [-1.730, 0.630, -4.306], [-0.588, 0.310, -3.597], [2.283, 1.114, -2.765], [2.390, 2.428, -3.221], [3.421, 2.813, -4.063], [4.368, 1.883, -4.475], [4.263, 0.574, -4.036], [3.227, 0.190, -3.190], [4.020, -0.242, 1.859], [2.276, -0.454, 2.179], [3.269, 0.592, 3.245], [4.782, 2.106, 1.088], [3.859, 2.969, 2.341], [3.541, 3.290, 0.621], [1.548, 2.516, -0.796], [-0.139, 2.500, 0.643], [-0.027, -1.012, 3.542], [-0.497, -0.518, 5.964], [-1.352, 1.713, 6.610], [-1.754, 3.420, 4.853], [-1.327, 2.892, 2.501], [-2.328, 2.380, 0.548], [-4.526, 1.824, -0.550], [-5.542, -0.363, -0.087], [-3.689, -0.769, 2.045], [-1.674, -1.785, 1.039], [-0.587, 2.868, -1.391], [-2.625, 3.431, -2.637], [-3.382, 1.993, -4.505], [-2.060, -0.011, -5.115], [-0.018, -0.579, -3.834], [1.645, 3.159, -2.926], [3.480, 3.840, -4.405], [5.177, 2.178, -5.134], [4.992, -0.168, -4.343], [3.173, -0.839, -2.857], [-2.859, -6.327, 0.600], [-3.924, -4.907, 0.894], [-3.374, -3.657, 0.815], [-4.241, -2.582, 1.085], [-2.243, -1.449, -1.266], [-5.541, -2.829, 1.530], [-6.543, -1.529, 2.162], [-6.066, -4.124, 1.563], [-7.713, -4.402, 2.044], [-5.249, -5.192, 1.207], [-5.910, -6.805, 1.187], [3.209, -2.289, -0.916], [4.488, -1.958, -0.686], [5.221, -3.089, -0.334], [4.264, -4.108, -0.373], [3.066, -3.625, -0.720], [1.959, -1.088, -1.344], [4.801, -0.927, -0.777], [6.266, -3.160, -0.078], [4.383, -5.162, -0.163]],
  "forces_ev_per_angstrom": [[0.42, -0.88, -0.05], [-0.06, -0.03, -0.03], [0.13, 0.04, 0.10], [-0.01, 0.03, -0.05], [0.01, -0.04, -0.02], [-0.04, -0.04, 0.03], [-0.04, -0.01, -0.04], [0.00, 0.03, -0.02], [0.20, -0.03, -0.18], [0.00, 0.04, 0.08], [-0.06, 0.18, 0.05], [-0.01, 0.02, -0.06], [0.02, -0.05, 0.01], [-0.01, 0.05, 0.01], [0.01, -0.03, 0.01], [0.01, -0.08, -0.02], [-0.18, 0.22, 0.00], [0.21, 0.00, 0.07], [-0.13, -0.06, -0.04], [0.02, 0.00, -0.06], [0.15, 0.13, 0.15], [-0.22, -0.04, -0.17], [-0.08, 0.10, 0.14], [0.06, 0.01, -0.23], [0.06, -0.09, -0.01], [0.00, 0.04, 0.02], [0.02, 0.01, 0.01], [0.00, -0.01, -0.03], [-0.04, 0.01, 0.00], [0.00, 0.01, 0.06], [0.04, 0.04, -0.05], [0.01, -0.04, 0.02], [0.00, 0.01, -0.01], [0.00, 0.00, 0.00], [-0.02, -0.02, 0.02], [0.02, -0.02, -0.04], [-0.01, 0.02, -0.03], [0.04, -0.01, 0.03], [-0.02, 0.02, 0.00], [0.00, 0.00, 0.00], [-0.02, -0.02, 0.00], [0.01, 0.00, 0.02], [0.00, 0.00, -0.01], [-0.03, -0.02, 0.04], [0.00, 0.00, 0.05], [0.00, 0.01, -0.01], [-0.01, 0.01, 0.00], [0.00, 0.00, 0.00], [0.00, 0.01, 0.01], [0.01, 0.00, -0.02], [0.00, 0.00, 0.01], [0.00, 0.02, 0.01], [-0.03, -0.03, -0.01], [-0.20, 0.18, 0.02], [-0.03, 0.00, -0.03], [0.00, 0.00, 0.00], [0.01, 0.01, 0.01], [0.02, 0.00, 0.00], [-0.01, 0.00, -0.01], [0.00, 0.00, -0.01], [0.00, 0.00, 0.00], [-0.01, 0.01, 0.00], [0.00, 0.02, 0.00], [-0.02, 0.03, 0.00], [-0.02, 0.06, 0.01], [0.12, -0.19, -0.04], [-0.03, 0.10, -0.05], [-0.10, -0.13, 0.01], [-0.10, 0.11, 0.16], [0.00, -0.12, 0.00], [0.00, 0.03, 0.01], [0.04, 0.07, -0.01], [0.01, 0.00, 0.00], [-0.06, 0.16, 0.02], [0.02, -0.02, -0.01], [0.07, 0.00, 0.06], [-0.07, 0.00, -0.03], [-0.02, -0.01, -0.01], [-0.02, -0.01, 0.01], [0.00, 0.10, -0.06], [-0.05, 0.14, 0.12], [0.02, -0.01, 0.01], [0.01, 0.01, -0.01], [0.00, 0.00, 0.00]],
  "lowdin_charge": [0.92, 0.02, -0.57, 0.01, 0.00, -0.15, -0.13, -0.01, -0.48, -0.37, -0.11, -0.01, -0.09, -0.13, -0.10, -0.04, -0.13, -0.06, -0.10, -0.11, -0.32, -0.54, -0.35, -0.15, -0.14, -0.04, -0.09, -0.10, -0.09, -0.04, -0.11, -0.03, -0.10, -0.12, -0.08, 0.00, 0.08, 0.08, 0.09, 0.08, 0.08, 0.08, 0.14, 0.12, 0.11, 0.09, 0.08, 0.09, 0.10, 0.10, 0.09, 0.08, 0.17, 0.02, 0.10, 0.10, 0.09, 0.10, 0.13, 0.11, 0.09, 0.09, 0.10, 0.10, 0.52, -0.70, -0.07, -0.25, 0.64, -0.60, 0.65, -0.72, 0.59, -0.72, 0.58, -0.12, -0.23, -0.15, -0.26, -0.13, 0.02, 0.09, 0.06, 0.07]
}

# 2
{
  "formula": "C40H33ClMnN5O4P",
  "method": "ωB97M-V/def2-TZVPD",
  "spin_multiplicity": 2,
  "homo_lumo_gap_ev": [7.590, 7.309],
  "homo_ev": [-7.71, -7.45],
  "lumo_ev": [-0.122, -0.144],
  "s_squared": 1.19,
  "species": ["Mn", "O", "C", "N", "C", "C", "C", "C", "C", "C", "N", "C", "C", "C", "C", "C", "N", "H", "H", "H", "H", "H", "H", "H", "H", "H", "H", "O", "N", "C", "C", "C", "C", "C", "C", "C", "P", "C", "C", "C", "C", "C", "C", "C", "C", "C", "C", "C", "C", "H", "H", "H", "H", "H", "H", "H", "H", "H", "H", "H", "H", "H", "H", "H", "H", "Cl", "C", "C", "C", "C", "C", "C", "C", "O", "O", "H", "H", "H", "H", "C", "C", "N", "H", "H", "H"],
  "coordinates": [[0.307, -0.133, 0.373], [-3.793, 0.521, 0.880], [-2.645, 0.540, 0.439], [-1.695, -0.382, 0.641], [-2.124, -1.496, 1.450], [-1.066, -2.561, 1.468], [-1.186, -3.698, 2.262], [-0.182, -4.644, 2.242], [0.919, -4.444, 1.417], [0.961, -3.292, 0.660], [0.002, -2.367, 0.689], [-2.202, 1.652, -0.480], [-2.973, 2.795, -0.639], [-2.531, 3.768, -1.513], [-1.354, 3.550, -2.219], [-0.660, 2.373, -1.999], [-1.058, 1.448, -1.132], [-3.056, -1.929, 1.057], [-2.363, -1.197, 2.481], [-2.061, -3.821, 2.886], [-0.252, -5.529, 2.860], [1.729, -5.158, 1.370], [1.796, -3.090, -0.001], [-3.888, 2.880, -0.072], [-3.095, 4.680, -1.655], [-0.981, 4.276, -2.928], [0.250, 2.161, -2.547], [-0.901, -1.350, -2.042], [0.390, -1.049, -1.669], [1.227, -1.698, -2.381], [2.688, -1.618, -2.313], [3.344, -2.234, -3.391], [4.720, -2.226, -3.500], [5.480, -1.594, -2.525], [4.847, -0.991, -1.454], [3.460, -1.000, -1.315], [2.743, -0.139, 0.137], [3.647, -0.874, 1.537], [4.214, -2.144, 1.494], [4.792, -2.696, 2.630], [4.810, -1.984, 3.818], [4.239, -0.720, 3.872], [3.652, -0.174, 2.744], [3.539, 1.487, -0.094], [4.735, 1.882, 0.493], [5.286, 3.120, 0.188], [4.656, 3.961, -0.715], [3.462, 3.568, -1.307], [2.905, 2.344, -0.989], [-1.432, -0.963, -1.314], [0.823, -2.360, -3.145], [2.750, -2.717, -4.155], [5.198, -2.703, -4.345], [6.559, -1.570, -2.598], [5.446, -0.498, -0.698], [4.215, -2.710, 0.572], [5.232, -3.683, 2.581], [5.265, -2.412, 4.701], [4.246, -0.159, 4.798], [3.189, 0.804, 2.796], [5.244, 1.233, 1.194], [6.212, 3.424, 0.659], [5.087, 4.924, -0.952], [2.952, 4.228, -1.996], [1.950, 2.053, -1.405], [1.902, 8.268, 2.007], [1.358, 6.616, 1.911], [2.283, 5.611, 1.684], [1.840, 4.301, 1.592], [0.492, 3.996, 1.749], [-0.414, 5.020, 1.995], [0.009, 6.337, 2.064], [-0.009, 2.568, 1.668], [-1.044, 2.268, 2.263], [0.689, 1.798, 0.927], [3.330, 5.854, 1.573], [2.543, 3.503, 1.393], [-1.457, 4.768, 2.134], [-0.691, 7.141, 2.239], [-0.301, 0.696, 4.787], [0.188, 0.067, 3.580], [0.565, -0.412, 2.609], [-0.330, -0.025, 5.602], [-1.295, 1.087, 4.573], [0.349, 1.529, 5.048]],
  "forces_ev_per_angstrom": [[0.46, -0.77, 0.48], [-0.07, 0.01, 0.01], [0.09, 0.02, 0.08], [0.00, -0.08, -0.25], [-0.08, 0.02, -0.02], [0.00, -0.01, -0.09], [-0.03, 0.00, -0.07], [0.06, 0.00, -0.03], [-0.05, 0.03, -0.02], [0.00, -0.09, 0.00], [0.02, 0.39, 0.24], [0.06, -0.08, 0.04], [0.03, -0.11, 0.04], [0.03, 0.02, -0.05], [0.01, -0.01, 0.02], [-0.09, 0.10, 0.00], [-0.08, 0.10, -0.17], [0.04, 0.02, 0.08], [0.04, 0.01, -0.02], [-0.02, 0.00, 0.01], [0.00, -0.03, 0.02], [0.02, -0.02, -0.01], [0.03, 0.02, 0.01], [-0.02, 0.01, 0.02], [-0.01, 0.02, 0.00], [0.01, 0.03, -0.03], [0.03, -0.01, -0.04], [0.09, -0.04, -0.02], [-0.04, -0.27, -0.26], [-0.35, 0.30, 0.17], [0.28, 0.02, 0.00], [0.00, 0.06, 0.12], [0.00, 0.03, 0.03], [0.00, -0.04, -0.05], [0.00, -0.03, 0.01], [-0.05, -0.08, -0.10], [-0.34, 0.11, -0.06], [-0.02, -0.07, 0.00], [0.00, 0.05, 0.02], [0.01, -0.02, 0.01], [0.01, -0.02, 0.02], [0.00, 0.01, 0.03], [-0.01, 0.04, -0.02], [0.03, -0.03, 0.00], [-0.01, -0.04, 0.02], [0.03, 0.04, 0.01], [-0.01, 0.00, -0.02], [0.02, 0.03, -0.02], [-0.04, -0.01, -0.04], [0.00, 0.11, 0.09], [-0.05, 0.03, 0.01], [-0.02, -0.01, -0.02], [0.01, -0.01, -0.02], [0.02, 0.00, -0.01], [0.01, 0.00, 0.01], [0.01, -0.01, -0.04], [0.01, -0.02, 0.00], [0.01, -0.01, 0.01], [0.00, 0.01, 0.02], [-0.01, 0.02, -0.01], [0.00, -0.01, 0.01], [0.02, 0.01, 0.00], [0.01, 0.03, 0.00], [-0.01, 0.02, -0.01], [0.03, 0.00, 0.01], [0.01, 0.03, 0.00], [0.03, 0.01, 0.00], [-0.04, 0.02, 0.00], [-0.06, -0.04, -0.01], [0.07, -0.11, 0.09], [-0.02, -0.04, 0.03], [0.02, 0.01, -0.01], [-0.24, 0.13, -0.25], [0.01, 0.02, 0.21], [0.24, 0.02, -0.08], [0.03, 0.01, 0.00], [0.00, 0.00, 0.03], [-0.02, -0.02, -0.01], [-0.02, 0.02, 0.01], [-0.06, 0.08, 0.11], [0.08, -0.13, -0.24], [-0.09, 0.16, -0.03], [-0.02, 0.02, 0.00], [-0.02, 0.02, 0.02], [-0.02, 0.00, 0.02]],
  "lowdin_spin": [0.97, 0.00, 0.00, 0.00, 0.00, 0.00, 0.00, 0.00, 0.00, 0.00, -0.01, 0.00, 0.00, 0.00, 0.00, 0.00, 0.02, 0.00, 0.00, 0.00, 0.00, 0.00, 0.00, 0.00, 0.00, 0.00, 0.00, 0.00, 0.01, 0.00, 0.00, 0.00, 0.00, 0.00, 0.00, 0.00, -0.01, 0.00, 0.00, 0.00, 0.00, 0.00, 0.00, 0.00, 0.00, 0.00, 0.00, 0.00, 0.00, 0.00, 0.00, 0.00, 0.00, 0.00, 0.00, 0.00, 0.00, 0.00, 0.00, 0.00, 0.00, 0.00, 0.00, 0.00, 0.00, 0.00, 0.00, 0.00, 0.00, 0.00, 0.00, 0.00, 0.00, 0.00, 0.01, 0.00, 0.00, 0.00, 0.00, 0.00, 0.00, 0.00, 0.00, 0.00, 0.00]
}